one) {
  "formula": "C51H53CsN10P2S2",
  "method": "ωB97M-V/def2-TZVPD",
  "species": ["C", "H", "H", "N", "C", "H", "C", "H", "H", "H", "C", "C", "H", "H", "H", "H", "C", "H", "H", "C", "H", "H", "H", "H", "H", "H", "P", "H", "H", "C", "N", "H", "C", "C", "C", "H", "C", "N", "C", "C", "C", "H", "S", "H", "C", "C", "C", "H", "N", "H", "C", "S", "H", "C", "C", "H", "C", "C", "H", "C", "C", "N", "C", "C", "C", "P", "C", "H", "H", "H", "H", "H", "C", "C", "N", "C", "C", "C", "C", "H", "C", "H", "H", "C", "H", "C", "H", "C", "H", "H", "N", "C", "C", "C", "N", "H", "H", "C", "H", "H", "C", "H", "C", "H", "N", "H", "H", "C", "C", "H", "C", "H", "H", "C", "C", "H", "Cs", "C", "N"],
  "positions_angstrom": [[1.85925, -0.80946, 6.85432], [3.89535, 2.44333, 3.76469], [5.32874, 3.05266, 1.37309], [-1.29839, 2.29822, -4.97195], [0.05725, -3.92292, -4.46562], [-3.46560, 3.69319, -2.16588], [0.57816, -3.68694, 1.22652], [1.40392, -4.48042, -2.89835], [0.12884, 3.33429, -2.31398], [1.35184, 6.49371, 2.56223], [-4.86946, -2.62605, -0.58435], [1.31301, 4.35585, 2.73234], [-3.64127, 4.17478, -3.86724], [5.49192, 5.38902, 0.61592], [1.70085, 2.58050, -0.82089], [0.51124, -4.41875, -6.51180], [-6.70204, -4.03463, -1.32768], [-2.61486, 0.25826, -2.86679], [-8.51818, -4.55985, -0.27289], [-0.46196, -3.84901, -2.09336], [-1.29655, 3.22163, -1.26511], [0.29851, 4.24906, 2.36660], [-4.77074, 0.07351, -1.14380], [0.48707, 1.71860, -4.02471], [-3.31204, -0.31804, 2.88793], [-2.12911, -2.20984, 3.44322], [3.25470, 0.87265, 0.76915], [1.83627, 4.94068, -1.56627], [-0.10403, 3.97292, -4.59247], [3.90083, 4.58406, 3.70179], [-2.60399, -2.95687, -1.30509], [0.80743, -1.09361, 3.64732], [7.18848, -0.33047, 2.93992], [-2.71983, 1.94476, -4.89045], [1.91200, 0.54023, 1.68890], [2.54746, 1.01305, 7.74646], [1.90238, 5.60807, 2.85718], [-4.47060, -1.51244, 0.21960], [1.50439, 0.72690, 4.52309], [3.19164, 5.72779, 3.35743], [-0.92905, 3.06753, -2.28181], [-3.82631, 1.57203, 0.97772], [3.32865, -0.10900, -0.98675], [2.00596, -1.40087, 7.75062], [1.18232, -0.63501, 4.55518], [0.40892, -4.12225, -3.14068], [1.97961, 1.30228, 5.69624], [-2.87590, 1.46800, -1.60140], [-0.06348, -3.19014, 0.18539], [4.91880, 4.66338, 4.06553], [0.71144, -5.20298, -0.35587], [-0.74287, 1.75757, 2.73269], [-6.11564, -5.53461, -2.74351], [-3.07875, 3.54104, -3.17578], [2.16439, 0.54022, 6.84879], [0.86285, -6.04812, -1.00499], [-4.44039, -4.35879, -2.16194], [5.96312, -0.41749, 3.58244], [-3.76011, -4.92096, -2.78878], [2.61217, 4.52241, -0.93424], [-8.16071, -4.41289, -1.29522], [-3.27658, 2.13819, -3.54989], [4.66177, 4.77535, 0.28459], [-3.97652, 0.50796, 0.91227], [3.31711, 3.33480, 3.54926], [1.25706, 1.53117, 2.85732], [-1.21336, -3.40589, -4.70867], [3.83302, -0.09695, 3.40648], [0.65102, -3.11464, 2.14064], [1.67205, -3.31865, -5.77123], [-3.27793, 2.56513, -5.59775], [6.12014, 0.84815, -0.05724], [-1.16043, 3.69726, -4.55720], [3.51194, 2.64776, 0.30961], [-4.02931, -1.67728, 1.47583], [-1.75674, -3.32166, -2.31211], [4.56996, 3.45231, 0.71107], [-4.44900, -0.21744, -0.15760], [-2.49533, 1.31394, -2.61174], [-1.52358, -3.21586, -5.73231], [-3.72267, -0.46067, 1.90090], [1.08467, -2.44535, 5.68854], [-0.69062, 0.41525, -4.27204], [2.53028, 3.20787, -0.51274], [-2.83793, 0.89613, -5.17255], [2.00586, 3.20474, 3.09026], [1.68892, -5.02616, -5.34511], [4.85028, 0.45156, 1.61902], [8.20160, 0.20242, 1.12000], [3.75920, 6.34509, -0.86700], [0.02755, -4.11263, -0.77650], [4.80177, -0.02461, 2.92254], [-5.77585, -4.70453, -2.12877], [-2.07650, -3.10834, -3.67389], [-2.28620, -3.20249, 3.28747], [-3.05792, -2.69931, -3.88614], [3.64989, 6.70465, 3.46087], [3.68884, 5.31409, -0.54027], [5.90373, -0.79593, 4.59642], [-3.29443, -3.29047, 3.20061], [1.03404, -4.18596, -5.58212], [2.18978, 2.36169, 5.73490], [6.08566, 0.51790, 0.97477], [1.65054, -5.61902, 1.59253], [-1.07650, 1.65920, -2.63955], [-8.32790, -5.34475, -1.83880], [-1.71129, 4.32782, -5.26125], [-3.89867, -3.29525, -1.37749], [-6.20300, -2.98923, -0.56096], [-1.94751, -3.37476, 2.34355], [1.09144, -4.96831, 0.94360], [8.09505, -0.64074, 3.44710], [-6.86616, -2.42630, 0.08970], [1.35034, -1.39500, 5.69789], [-0.57452, 1.46550, -3.99662], [-8.79626, -3.64893, -1.75391], [-0.17672, -0.38368, 0.20591], [7.24700, 0.14070, 1.63083], [-1.66905, 3.94436, -3.20571]],
  "homo_ev": -1.71,
  "total_charge": -2,
  "orbital_gap_ev": 5.362
}

two) {
  "formula": "C51H53CsN10P2S2",
  "method": "ωB97M-V/def2-TZVPD",
  "species": ["H", "P", "Cs", "H", "H", "S", "C", "H", "H", "C", "C", "C", "C", "C", "H", "N", "C", "C", "C", "H", "H", "C", "C", "H", "H", "H", "H", "H", "H", "C", "H", "H", "N", "N", "C", "H", "C", "C", "H", "H", "H", "H", "H", "C", "N", "H", "C", "H", "H", "C", "C", "N", "H", "N", "C", "H", "C", "C", "H", "C", "H", "H", "H", "H", "H", "C", "C", "C", "H", "H", "C", "H", "H", "C", "H", "H", "C", "H", "C", "H", "S", "C", "H", "H", "C", "C", "H", "C", "C", "C", "H", "H", "C", "H", "H", "N", "C", "C", "C", "N", "H", "N", "C", "C", "C", "H", "C", "C", "P", "C", "N", "H", "C", "C", "C", "H", "C", "C", "H"],
  "positions_angstrom": [[-6.70718, -2.41063, -4.41909], [-3.22669, 0.93424, -1.35660], [-0.52177, 0.15335, 0.77300], [-1.92981, -3.33748, 1.17779], [5.45540, -1.84787, -2.36309], [-3.72868, 0.36457, 0.53964], [4.42002, -1.59707, -2.10765], [3.05127, -4.45947, -3.09819], [-3.49237, 1.39684, -6.70789], [2.84684, -1.43937, -0.34042], [-5.75570, 0.04366, -2.28582], [-1.81511, -2.93508, 2.17314], [-0.22549, 3.78458, -0.72239], [5.30125, -0.38694, 2.25558], [-5.37049, 6.20866, -1.96425], [2.32092, 1.52862, 3.30922], [-1.80676, 2.67917, -7.06543], [-0.22644, -3.56524, 6.13038], [-2.03390, -1.89065, 4.08547], [1.48388, 4.47835, 4.36655], [3.62506, 2.73373, 4.44188], [-4.42433, 4.79866, -0.64840], [-4.53353, 3.02506, -2.76780], [1.97098, -3.80392, 0.29482], [1.14243, -4.80016, 9.01646], [7.23649, 0.56020, 2.01239], [-5.46925, 4.61153, -3.86191], [1.94950, -1.02612, -2.80427], [3.18687, -1.82115, 6.05682], [-0.65691, 3.24072, -6.51648], [-4.58193, 2.34214, -3.60675], [-0.02160, 3.87709, -7.12226], [-0.72227, -3.22112, 2.86891], [4.23548, -1.78326, -0.66776], [4.43373, -3.19638, -0.35482], [3.52586, -2.89181, 3.71217], [-3.84345, -1.06841, -3.20555], [-3.97832, 2.60821, -1.55995], [5.46431, -3.47634, -0.59959], [6.37421, 0.23870, 0.50087], [-4.36539, 5.49244, 0.18217], [-3.61676, -1.67491, 2.55522], [-1.19255, -4.06034, 6.10366], [0.31136, -4.71945, 8.31314], [1.52705, -1.11009, 4.02942], [-3.52001, 3.18432, 0.44412], [-2.25965, 1.60443, -4.96429], [-2.87068, 0.94864, -4.35754], [-1.95859, 6.69727, -2.53324], [4.96507, -1.64026, 2.75991], [2.76815, -0.88548, 3.55282], [-0.87320, -2.57821, 4.03681], [-0.55793, -4.36491, 8.87488], [3.51995, -4.06989, -1.09815], [2.14214, -2.06730, -2.54269], [-1.90071, 4.48165, -3.57110], [-1.45807, 5.88359, -2.02036], [-4.37189, -0.08723, -2.37893], [1.44963, -2.70104, -3.10612], [-0.87256, 6.09550, -0.78439], [2.66077, -1.65273, 0.71624], [-0.39013, 3.06623, 2.92314], [4.76545, -4.10766, -2.77641], [-2.27965, -1.30436, 4.95486], [-0.89862, 7.07828, -0.32687], [1.89512, -3.15863, 7.09640], [-0.31500, 2.97833, -5.20154], [3.73640, -3.82758, -2.52607], [0.29707, 2.96929, -0.23444], [-2.76217, -1.14716, -3.26601], [-2.60264, 1.85386, -6.28919], [4.55795, 1.62364, 2.05899], [4.23493, -0.54981, -2.35636], [-6.59141, -0.77856, -3.02234], [4.27161, -3.34208, 0.71416], [0.07797, -5.73015, 7.96577], [0.61256, 2.77673, 3.20033], [-4.24898, -2.67478, -4.56857], [-1.12579, 2.16930, -4.40414], [2.68665, -0.37616, -0.53175], [1.30873, 1.47501, -2.64503], [3.16107, 0.39594, 3.08141], [0.21532, 5.17951, 0.83563], [-1.07293, -2.88946, -2.63421], [2.22261, -2.31507, 6.05422], [1.57058, 3.49792, 3.93171], [1.44712, -4.28923, -1.32775], [-1.64727, 0.76045, -1.82516], [-6.05323, -1.76061, -3.84887], [2.65538, 2.64871, 3.98180], [-7.66665, -0.66274, -2.94551], [5.66268, -2.46374, 2.63145], [-2.68672, -2.09666, 2.89171], [7.12991, -1.08317, 1.37740], [2.62488, -3.31564, 7.88678], [3.51940, -2.43438, -2.90607], [-0.80389, 3.55714, -1.97156], [2.14521, -3.65681, -0.77414], [3.75552, -1.88820, 3.37439], [-1.10281, -3.16429, -1.65612], [-1.87097, -2.61668, -1.27267], [1.89266, -2.25212, -1.11180], [0.66287, -3.80206, 7.17518], [-5.03781, 4.31004, -2.91395], [0.08937, -2.72451, 5.08023], [-0.26072, -2.74526, -1.25821], [-4.98417, 5.20172, -1.85291], [4.36682, 0.62450, 2.43826], [-0.68367, 1.83327, -2.64425], [-3.93267, 3.51195, -0.50275], [1.07747, 1.59540, 2.82941], [-2.07046, 2.87890, -8.09806], [6.57861, -0.14934, 1.50140], [-0.25327, 5.03374, -0.13130], [-1.42419, 4.62417, -2.60939], [-6.17529, 0.78804, -1.61895], [-4.67765, -1.90754, -3.93410], [1.32491, -2.02921, 4.99576], [0.59326, 3.38596, -4.77427]],
  "homo_ev": -1.92,
  "total_charge": -2,
  "orbital_gap_ev": 5.666
}

Here is how they stack up, most stable first: two), one).

one) {
  "formula": "CH10NO4",
  "method": "ωB97M-V/def2-TZVPD",
  "species": ["H", "C", "H", "H", "H", "O", "N", "H", "O", "H", "H", "O", "H", "O", "H", "H"],
  "positions_angstrom": [[2.47505, -2.60692, -2.10925], [-0.93807, 0.16176, 1.10532], [1.68135, -1.62161, -1.22865], [-0.50376, -0.83967, 0.98651], [-0.18930, 0.31133, -0.83826], [1.58495, 2.22555, 0.76566], [-2.33027, -0.05002, 1.53025], [-0.41664, 0.63672, 1.93186], [1.99753, -2.56043, -1.27573], [1.54397, 3.09561, 0.36231], [0.00873, -1.01192, -1.97241], [0.56885, -0.29341, -1.65231], [0.89582, 1.71678, 0.28869], [-0.83179, 0.90532, -0.05852], [-2.85352, 0.75397, 1.17553], [-2.69290, -0.82307, 0.98902]],
  "homo_ev": -4.70,
  "total_charge": -1,
  "orbital_gap_ev": 8.902
}

two) {
  "formula": "CH10NO4",
  "method": "ωB97M-V/def2-TZVPD",
  "species": ["H", "H", "H", "H", "H", "O", "H", "O", "H", "H", "O", "N", "H", "C", "H", "O"],
  "positions_angstrom": [[1.47377, 1.45844, -1.05405], [1.59755, -0.02553, 0.47283], [-3.28674, -0.97266, -1.47418], [1.64196, -0.98432, 1.75319], [-1.97844, -0.96967, -0.58966], [1.86112, 0.84297, -1.69947], [-0.21223, 1.49692, 0.09162], [0.23528, 2.37719, 0.23220], [-0.79441, -1.09411, 1.67865], [1.08330, 0.33981, -1.96903], [-2.76330, -1.53744, -0.90351], [1.09564, -0.24159, 1.33720], [0.79582, 2.17028, 0.99042], [-0.15408, -0.88163, 0.80029], [0.16081, -1.88833, 0.44154], [-0.75605, -0.09034, -0.10805]],
  "homo_ev": -4.16,
  "total_charge": -1,
  "orbital_gap_ev": 8.398
}

Here is how they stack up, most stable first: two), one).